No. 1
Here is a 5-piece molecular cluster, C30H75N5O10 overall at a distorted geometry from the OMol25 dataset. Energies are from ωB97M-V/def2-TZVPD.

The strongest force on any atom comes out at 1.917 eV/Å. The SMILES is COCCNCCOC.COCCNCCOC.COCCNCCOC.COCCNCCOC.COCCNCCOC. For the energy above the lowest of the compared OMol25 structures with the same formula, charge and spin, the calculation gives 4.9 kcal per mole. Its spin multiplicity is 1. The value obtained for the orbital gap is 8.7 eV.

```
120
C30H75N5O10 | the OMol25 dataset | ωB97M-V/def2-TZVPD
C -2.664 6.425 1.103
O -1.321 6.399 1.529
C -1.184 6.714 2.871
C 0.122 6.170 3.401
N 0.229 6.317 4.828
C 1.480 5.888 5.416
C 1.657 6.355 6.853
O 0.714 5.842 7.752
C -0.317 6.743 8.081
H -2.665 6.514 0.020
H -3.200 7.253 1.576
H -3.176 5.492 1.379
H -2.003 6.222 3.432
H -1.257 7.786 3.101
H 0.919 6.815 2.999
H 0.296 5.171 2.976
H -0.607 6.090 5.342
H 2.277 6.322 4.807
H 1.593 4.792 5.419
H 1.830 7.434 6.952
H 2.637 5.947 7.158
H -0.978 6.934 7.228
H 0.093 7.705 8.402
H -0.895 6.294 8.885
C 1.572 2.433 3.017
O 0.971 2.871 1.826
C 1.617 2.332 0.686
C 0.721 2.467 -0.511
N -0.176 1.312 -0.640
C -1.209 1.124 0.351
C -2.314 2.169 0.267
O -2.992 2.025 -0.950
C -4.066 2.939 -1.091
H 1.237 3.076 3.835
H 2.664 2.447 2.992
H 1.175 1.444 3.298
H 1.834 1.262 0.847
H 2.622 2.773 0.591
H 1.311 2.457 -1.429
H 0.155 3.406 -0.459
H -0.473 1.198 -1.599
H -0.774 1.091 1.347
H -1.660 0.159 0.095
H -1.862 3.169 0.391
H -2.974 2.087 1.152
H -3.869 3.915 -0.638
H -4.966 2.505 -0.638
H -4.254 3.117 -2.152
C 5.097 -6.701 -3.527
O 3.828 -7.306 -3.739
C 3.204 -6.929 -4.923
C 2.220 -5.757 -4.781
N 2.762 -4.694 -3.896
C 2.191 -3.374 -4.245
C 2.791 -2.293 -3.361
O 2.072 -2.271 -2.158
C 2.750 -1.706 -1.080
H 5.451 -7.031 -2.553
H 4.989 -5.615 -3.460
H 5.783 -6.956 -4.339
H 2.628 -7.786 -5.298
H 3.941 -6.763 -5.727
H 1.332 -6.188 -4.306
H 2.015 -5.313 -5.753
H 2.338 -4.881 -2.991
H 1.107 -3.344 -4.044
H 2.341 -3.184 -5.308
H 2.717 -1.332 -3.899
H 3.865 -2.479 -3.237
H 3.165 -0.709 -1.285
H 3.595 -2.329 -0.743
H 2.064 -1.618 -0.237
C -0.634 -7.763 1.315
O -1.111 -6.456 1.138
C -0.188 -5.579 0.540
C 1.150 -5.427 1.234
N 1.122 -4.690 2.508
C 1.005 -3.239 2.259
C 0.359 -2.533 3.411
O -0.910 -3.049 3.617
C -1.605 -2.437 4.709
H -1.450 -8.383 1.685
H 0.144 -7.825 2.091
H -0.231 -8.215 0.399
H -0.702 -4.625 0.433
H 0.040 -5.930 -0.484
H 1.749 -4.793 0.568
H 1.656 -6.389 1.309
H 0.240 -4.940 2.956
H 0.409 -2.999 1.364
H 2.018 -2.863 2.099
H 0.433 -1.446 3.209
H 0.981 -2.613 4.323
H -2.651 -2.357 4.402
H -1.258 -1.412 4.847
H -1.528 -3.071 5.589
C -4.653 2.423 -4.791
O -3.336 2.713 -4.452
C -2.412 2.316 -5.429
C -1.068 2.039 -4.759
N -1.177 1.162 -3.592
C -1.464 -0.223 -3.971
C -1.202 -1.082 -2.750
O -1.354 -2.460 -3.034
C -1.454 -3.230 -1.855
H -4.982 2.991 -5.679
H -5.328 2.653 -3.973
H -4.795 1.373 -5.092
H -2.282 3.062 -6.223
H -2.746 1.378 -5.898
H -0.561 2.974 -4.513
H -0.429 1.540 -5.495
H -2.040 1.511 -3.166
H -0.836 -0.555 -4.799
H -2.520 -0.386 -4.239
H -1.829 -0.729 -1.923
H -0.162 -0.894 -2.447
H -2.460 -3.665 -1.806
H -1.379 -2.727 -0.885
H -0.685 -3.995 -1.955
```

---

No. 2
Here is a 5-piece molecular cluster, C30H75N5O10 overall at a distorted geometry from the OMol25 dataset. Energies are from ωB97M-V/def2-TZVPD.

Its charge is +1. As for the expectation value of S²: 0.754. The strongest force on any atom comes out at 4.955 eV/Å. For the energy above the lowest of the compared OMol25 structures with the same formula, charge and spin, the calculation gives 0.0 kcal per mole. Its spin multiplicity is 2. The value obtained for the orbital gap (alpha / beta) is 7.7 / 2.5 eV.

```
120
C30H75N5O10 | the OMol25 dataset | ωB97M-V/def2-TZVPD
C -0.981 -3.096 4.580
O -1.928 -4.071 4.967
C -1.412 -5.350 5.203
C -2.641 -6.251 5.304
N -3.198 -6.825 4.087
C -3.325 -5.753 3.081
C -4.157 -6.217 1.829
O -4.447 -5.149 0.961
C -4.362 -5.290 -0.469
H -0.458 -3.484 3.706
H -0.297 -2.913 5.409
H -1.579 -2.196 4.437
H -0.796 -5.373 6.102
H -0.875 -5.595 4.286
H -3.491 -5.697 5.703
H -2.488 -7.071 6.006
H -4.085 -7.273 4.270
H -2.329 -5.495 2.721
H -3.907 -4.888 3.400
H -5.086 -6.652 2.196
H -3.657 -7.049 1.334
H -3.512 -4.799 -0.940
H -5.334 -4.946 -0.822
H -4.258 -6.295 -0.878
C 3.161 1.845 -1.132
O 2.622 0.662 -0.913
C 1.370 0.650 -0.168
C 1.153 -0.809 0.210
N -0.305 -0.994 0.403
C -0.699 -1.937 1.446
C -2.229 -2.024 1.362
O -2.766 -0.762 1.627
C -4.054 -0.659 1.129
H 2.554 2.503 -1.753
H 4.043 1.690 -1.755
H 3.233 2.257 -0.126
H 0.605 1.054 -0.831
H 1.344 1.295 0.710
H 1.596 -1.040 1.179
H 1.517 -1.492 -0.557
H -0.879 -0.229 0.725
H -0.367 -1.619 2.434
H -0.391 -2.954 1.205
H -2.625 -2.739 2.084
H -2.515 -2.385 0.374
H -4.597 -1.581 1.331
H -4.153 -0.663 0.043
H -4.574 0.188 1.577
C -0.056 5.215 -0.849
O -0.367 3.896 -0.348
C -1.270 3.731 0.638
C -2.747 4.188 0.225
N -3.048 5.646 0.147
C -2.865 6.374 1.358
C -3.949 6.019 2.289
O -5.171 6.095 1.565
C -6.214 5.246 2.009
H 0.936 5.190 -1.299
H -0.032 5.906 -0.006
H -0.922 5.425 -1.476
H -0.891 4.111 1.587
H -1.393 2.652 0.730
H -3.398 3.648 0.911
H -2.964 3.761 -0.755
H -4.027 5.880 0.061
H -2.853 7.463 1.335
H -1.870 6.273 1.793
H -4.007 6.596 3.213
H -3.764 4.964 2.488
H -6.985 5.586 1.318
H -6.432 5.268 3.077
H -5.937 4.280 1.587
C -2.720 3.974 -6.088
O -2.733 2.552 -6.356
C -1.494 1.843 -6.341
C -1.294 1.291 -4.906
N -2.242 0.213 -4.848
C -2.526 -0.194 -3.457
C -3.928 -0.877 -3.373
O -4.925 -0.067 -3.858
C -6.181 -0.746 -3.822
H -3.094 4.058 -5.067
H -3.334 4.516 -6.806
H -1.691 4.334 -6.081
H -0.626 2.491 -6.457
H -1.457 0.974 -6.998
H -1.618 2.168 -4.345
H -0.307 0.857 -4.740
H -3.096 0.237 -5.386
H -2.573 0.678 -2.804
H -1.738 -0.807 -3.020
H -4.004 -1.188 -2.331
H -3.873 -1.786 -3.971
H -6.236 -1.532 -4.575
H -6.988 -0.063 -4.085
H -6.416 -1.232 -2.875
C 6.182 0.034 -1.057
O 7.309 -0.575 -0.525
C 8.295 -0.967 -1.472
C 9.713 -1.121 -0.923
N 10.221 0.332 -0.635
C 11.464 0.478 0.149
C 11.301 0.068 1.631
O 9.998 0.470 2.138
C 9.182 -0.616 2.510
H 5.444 0.234 -0.280
H 5.593 -0.681 -1.631
H 6.283 0.993 -1.566
H 8.321 -0.175 -2.220
H 7.871 -1.840 -1.968
H 10.292 -1.519 -1.757
H 9.818 -1.810 -0.085
H 9.461 0.738 -0.108
H 11.713 1.537 0.074
H 12.258 -0.111 -0.310
H 12.017 0.594 2.262
H 11.386 -0.982 1.909
H 8.810 -1.069 1.591
H 8.289 -0.285 3.039
H 9.658 -1.364 3.144
```

---

No. 3
Here is C30H75N5O22PbPdS3 as an isolated structure at a distorted geometry from the OMol25 dataset. Energies are from ωB97M-V/def2-TZVPD.

Its charge is -2. As for the expectation value of S²: 2.003. The strongest force on any atom comes out at 7.520 eV/Å. Its spin multiplicity is 3. The value obtained for the orbital gap (alpha / beta) is 5.2 / 5.2 eV.

```
137
C30H75N5O22PbPdS3 | the OMol25 dataset | ωB97M-V/def2-TZVPD
Pb 1.498 3.042 2.607
Pd 0.526 -0.498 0.787
S -0.416 2.331 -0.503
O -0.338 0.869 -0.552
O 0.583 2.900 0.408
O -0.351 3.017 -1.778
O -1.711 2.672 0.141
S -1.336 0.687 3.091
O -0.949 0.264 4.431
O -0.597 1.907 2.862
O -0.979 -0.278 2.047
O -2.717 1.132 3.123
S 2.487 -0.487 2.688
O 2.021 -0.421 4.078
O 2.047 0.698 1.892
O 3.928 -0.590 2.744
O 1.881 -1.539 1.917
C -6.201 -2.056 0.819
O -5.765 -1.440 -0.433
C -4.399 -1.125 -0.505
C -3.901 -0.022 0.558
N -4.473 1.370 0.513
C -4.514 1.838 -0.848
C -4.977 3.300 -0.984
O -4.116 4.120 -0.277
C -4.712 5.285 0.078
H -7.230 -2.375 0.654
H -6.066 -1.420 1.694
H -5.601 -2.926 1.089
H -4.049 -0.739 -1.462
H -3.827 -2.050 -0.435
H -2.857 0.135 0.286
H -3.811 -0.481 1.543
H -5.451 1.219 0.715
H -5.268 1.179 -1.278
H -3.664 1.523 -1.453
H -6.023 3.288 -0.677
H -4.981 3.441 -2.065
H -4.071 5.754 0.824
H -5.612 5.263 0.692
H -4.706 5.997 -0.747
C 4.084 8.489 3.281
O 3.158 7.467 3.593
C 3.549 6.170 3.788
C 3.910 5.471 2.472
N 2.731 5.199 1.599
C 3.145 4.754 0.267
C 3.968 3.509 0.304
O 5.293 3.752 0.735
C 6.098 2.646 0.870
H 4.716 8.095 2.484
H 4.859 8.774 3.992
H 3.635 9.424 2.946
H 2.765 5.570 4.250
H 4.492 6.176 4.334
H 4.457 4.567 2.738
H 4.596 6.007 1.816
H 2.205 6.061 1.604
H 3.581 5.546 -0.341
H 2.257 4.534 -0.325
H 4.125 3.050 -0.672
H 3.480 2.627 0.721
H 6.293 2.001 0.013
H 5.684 2.026 1.665
H 7.052 3.060 1.196
C -2.485 -6.754 3.792
O -1.503 -6.440 2.810
C -0.217 -6.779 3.205
C 0.785 -6.364 2.102
N 2.190 -6.557 2.324
C 2.727 -5.940 3.539
C 4.224 -5.879 3.560
O 4.799 -5.301 2.343
C 4.628 -3.951 2.169
H -2.400 -6.220 4.738
H -2.571 -7.827 3.963
H -3.478 -6.514 3.412
H -0.170 -7.862 3.327
H 0.117 -6.377 4.162
H 0.670 -5.374 1.660
H 0.509 -7.042 1.294
H 2.811 -6.355 1.554
H 2.456 -6.565 4.391
H 2.388 -4.911 3.654
H 4.512 -6.910 3.356
H 4.624 -5.474 4.490
H 4.475 -3.643 1.134
H 5.446 -3.399 2.630
H 3.721 -3.510 2.583
C -2.872 -4.886 -1.481
O -1.940 -3.960 -0.847
C -1.713 -4.208 0.553
C -0.941 -2.982 0.968
N -0.095 -2.424 -0.072
C 1.114 -3.190 -0.494
C 2.102 -2.270 -1.231
O 2.153 -0.940 -0.787
C 3.104 -0.144 -1.470
H -3.397 -4.557 -2.378
H -3.623 -5.369 -0.856
H -2.351 -5.711 -1.967
H -1.188 -5.147 0.729
H -2.657 -4.109 1.089
H -0.433 -3.178 1.913
H -1.762 -2.326 1.259
H -0.715 -2.573 -0.855
H 0.680 -3.935 -1.161
H 1.696 -3.690 0.279
H 1.767 -2.244 -2.268
H 3.114 -2.673 -1.279
H 2.907 0.898 -1.219
H 3.038 -0.239 -2.554
H 4.075 -0.400 -1.045
C -2.267 5.540 -5.475
O -3.364 4.653 -5.331
C -2.950 3.502 -4.511
C -1.699 2.673 -4.939
N -1.412 1.635 -4.030
C -0.331 0.708 -4.420
C -0.696 -0.111 -5.779
O 0.439 -0.984 -5.904
C 0.340 -1.801 -7.062
H -1.821 5.855 -4.532
H -2.561 6.477 -5.947
H -1.364 5.194 -5.979
H -3.744 2.822 -4.821
H -3.265 3.614 -3.474
H -0.751 3.204 -5.034
H -1.945 2.310 -5.936
H -1.361 1.958 -3.075
H 0.013 -0.040 -3.706
H 0.562 1.328 -4.508
H -0.875 0.526 -6.646
H -1.600 -0.658 -5.512
H -0.480 -2.480 -6.827
H 1.297 -2.285 -7.256
H 0.080 -1.190 -7.927
```

---

Record order is preserved below.
DFT total energy: -60244.1537, -60232.5845, -126044.8635 eV